*P*
An isolated ion of composition C3H8NOS and charge +1. Source: the OMol25 dataset; level of theory: the ωB97M-V functional and the def2-TZVPD basis.

* SMILES string: [NH3+][C@H]1CCOS1
* charge: +1

Each line ends with the Löwdin charge.
Geometry (Å):
S -0.308 0.122 -2.000  0.993
O 1.059 0.666 -1.246  -0.542
N 0.133 -1.651 0.073  0.108
C 0.757 1.408 -0.111  -0.282
C -0.514 0.758 0.625  -0.170
C -0.909 -0.528 -0.160  -0.349
H 0.965 -1.024 0.279  0.154
H 0.261 -2.314 -0.815  0.209
H -0.194 0.446 1.642  0.122
H -1.415 1.440 0.569  0.141
H -1.952 -0.804 -0.057  0.118
H 0.034 -2.399 0.875  0.216
H 0.499 2.497 -0.317  0.147
H 1.583 1.384 0.644  0.137

=====

*Q*
An isolated ion of composition C3H8NOS and charge +1. Source: the OMol25 dataset; level of theory: the ωB97M-V functional and the def2-TZVPD basis.

* SMILES string: [NH3+][C@H](C=O)CS
* charge: +1

Each line ends with the Löwdin charge.
Geometry (Å):
S 2.171 1.236 0.469  0.767
O -0.082 -2.147 -0.895  0.113
N -1.601 -0.207 -0.261  0.225
C 0.482 0.548 0.834  -0.489
C 0.502 -1.108 -1.020  -0.172
C -0.146 0.174 -0.475  -0.327
H -2.116 -0.043 -1.127  0.182
H 0.544 -0.271 1.545  0.100
H 2.568 1.140 1.739  -0.115
H -0.207 1.049 -1.112  0.158
H -1.573 -1.197 0.028  0.162
H 0.040 1.415 1.333  0.081
H 1.467 -0.968 -1.502  0.138
H -2.049 0.379 0.444  0.177

=====

Q: Which of them is the most stable? A: *Q*.

=====

*P*
C3H5CrO4 as an isolated structure. Source: the OMol25 dataset; level of theory: the ωB97M-V functional and the def2-TZVPD basis.

* charge: 0
* expectation value of S²: 8.76
* multiplicity: 6

Each line ends with the Mulliken spin population.
Geometry (Å):
Cr -1.033 -2.173 2.916  4.934
O -0.840 -1.646 1.226  0.110
O 0.630 1.538 -0.780  -0.003
O 1.797 0.257 -2.097  0.001
O -0.123 -0.476 -1.408  0.004
C 0.609 0.549 -1.559  -0.004
C -0.747 -0.591 0.392  -0.048
C -0.132 0.692 0.882  -0.007
H 0.741 -0.367 0.634  0.009
H 1.721 0.322 -3.057  0.000
H -0.858 1.515 0.804  -0.004
H -1.782 -0.334 0.079  -0.017
H 0.016 0.713 1.969  0.025

=====

*Q*
C3H5CrO4 as an isolated structure. Source: the OMol25 dataset; level of theory: the ωB97M-V functional and the def2-TZVPD basis.

* charge: 0
* expectation value of S²: 8.76
* multiplicity: 6

Each line ends with the Mulliken spin population.
Geometry (Å):
Cr -1.345 3.230 -0.887  4.952
O -0.791 -0.856 -0.485  -0.004
O -0.912 1.516 -1.155  0.064
O 1.033 -1.764 0.487  0.000
O -1.010 -2.029 1.310  0.001
C -0.053 0.544 -0.837  -0.037
C 0.914 0.787 0.297  0.025
C -0.180 -1.650 0.333  -0.008
H 1.167 1.852 0.383  0.018
H -0.025 0.724 1.025  -0.006
H 0.520 0.232 -1.731  -0.004
H 1.906 0.375 0.072  0.000
H -1.223 -2.962 1.188  0.000

=====

Q: Which of them is the most stable? A: *Q*.

=====

*P*
A 2-piece molecular cluster, CH4O2P overall. Source: the OMol25 dataset; level of theory: the ωB97M-V functional and the def2-TZVPD basis.

* charge: -1

Each line ends with the Löwdin charge.
Geometry (Å):
P 0.847 1.243 0.527  0.709
O 2.276 -1.157 -0.105  -0.572
O 0.960 2.281 -0.520  -0.570
C -0.621 0.135 0.213  -0.359
H 0.033 -0.706 -0.117  -0.011
H -1.302 -0.107 0.976  -0.019
H 1.923 -1.163 0.776  -0.211
H -1.032 0.654 -0.715  0.034

=====

*Q*
A 2-piece molecular cluster, CH4O2P overall. Source: the OMol25 dataset; level of theory: the ωB97M-V functional and the def2-TZVPD basis.

* charge: -1

Each line ends with the Löwdin charge.
Geometry (Å):
P 1.291 0.615 0.870  0.423
O 1.231 0.577 2.364  -0.683
O -0.434 -1.718 -1.343  -0.156
C -0.136 1.047 0.072  -0.482
H -0.170 0.864 -0.986  -0.094
H -1.071 1.503 0.618  -0.008
H 0.280 -1.101 -1.060  -0.035
H -0.991 -1.788 -0.534  0.036

=====

Q: Which of them is the most stable? A: *Q*.

=====

*P*
A 9-piece molecular cluster, C9H36O9 overall. Source: the OMol25 dataset; level of theory: the ωB97M-V functional and the def2-TZVPD basis.

* SMILES string: CO.CO.CO.CO.CO.CO.CO.CO.CO
* charge: 0

Each line ends with the Löwdin charge.
Geometry (Å):
O -11.524 35.008 -14.053  -0.139
O -19.221 33.672 -18.060  -0.137
O -22.805 34.468 -9.025  -0.126
O -23.826 40.201 -18.934  -0.116
O -13.881 30.284 -11.101  -0.124
O -20.144 36.856 -22.149  -0.115
O -23.400 29.447 -20.538  -0.116
O -18.273 28.051 -17.389  -0.150
O -24.293 37.752 -13.094  -0.117
C -15.225 29.869 -11.222  -0.171
C -19.530 36.725 -23.390  -0.188
C -22.913 35.345 -7.874  -0.151
C -19.168 34.458 -16.842  -0.143
C -24.989 40.273 -19.779  -0.169
C -23.166 28.721 -21.751  -0.169
C -19.141 27.340 -16.515  -0.151
C -12.026 36.364 -14.156  -0.143
C -25.507 38.419 -12.826  -0.179
H -22.372 34.890 -7.045  0.071
H -23.426 29.367 -22.589  0.070
H -11.299 36.991 -14.671  0.076
H -15.910 30.455 -10.609  0.071
H -18.619 37.323 -23.367  0.074
H -22.361 36.270 -8.039  0.071
H -17.472 27.574 -17.616  0.070
H -19.999 27.983 -16.323  0.083
H -15.291 28.884 -10.761  0.075
H -18.854 32.808 -17.856  0.062
H -20.094 36.020 -21.679  0.076
H -25.893 39.053 -13.624  0.072
H -24.750 40.710 -20.749  0.064
H -23.767 27.840 -21.975  0.071
H -23.024 34.941 -9.831  0.065
H -26.327 37.728 -12.630  0.077
H -23.357 39.466 -19.335  0.067
H -12.125 34.476 -13.527  0.065
H -18.909 35.456 -17.197  0.072
H -25.360 39.043 -11.944  0.074
H -20.119 34.502 -16.312  0.072
H -22.617 29.959 -20.323  0.071
H -12.138 36.767 -13.149  0.070
H -25.599 41.120 -19.466  0.076
H -25.490 39.339 -20.034  0.078
H -19.212 35.699 -23.578  0.077
H -12.988 36.354 -14.669  0.071
H -15.522 29.889 -12.271  0.078
H -20.168 37.046 -24.214  0.076
H -19.476 26.434 -17.021  0.072
H -22.169 28.298 -21.870  0.073
H -23.592 38.409 -13.096  0.073
H -23.908 35.524 -7.466  0.070
H -18.462 27.106 -15.695  0.077
H -13.418 29.654 -10.545  0.070
H -18.368 34.140 -16.173  0.074

=====

*Q*
A 9-piece molecular cluster, C9H36O9 overall. Source: the OMol25 dataset; level of theory: the ωB97M-V functional and the def2-TZVPD basis.

* SMILES string: CO.CO.CO.CO.CO.CO.CO.CO.CO
* charge: 0

Each line ends with the Löwdin charge.
Geometry (Å):
O -14.213 -16.718 -21.608  -0.146
O -16.320 -10.259 -20.332  -0.092
O -15.834 -19.008 -21.422  -0.121
O -16.977 -13.504 -22.987  -0.156
O -17.533 -10.259 -26.203  -0.130
O -13.522 -11.222 -24.183  -0.084
O -17.502 -14.160 -20.361  -0.170
O -19.989 -10.769 -22.040  -0.110
O -20.034 -15.193 -20.744  -0.174
C -17.909 -11.308 -25.329  -0.174
C -20.308 -16.628 -20.587  -0.074
C -14.179 -15.937 -22.767  -0.142
C -16.690 -11.225 -21.283  -0.161
C -14.586 -12.022 -23.946  -0.232
C -17.546 -14.668 -23.488  -0.159
C -16.995 -18.579 -22.096  -0.174
C -16.399 -15.013 -20.069  -0.128
C -20.247 -12.016 -22.590  -0.185
H -15.113 -18.449 -21.744  0.039
H -16.949 -18.764 -23.156  0.075
H -16.116 -12.159 -21.078  0.075
H -16.683 -10.502 -19.495  0.061
H -18.809 -11.779 -25.690  0.065
H -15.337 -14.655 -20.217  0.098
H -21.291 -12.319 -22.602  0.074
H -18.094 -9.464 -26.044  0.096
H -17.888 -19.007 -21.621  0.078
H -19.878 -12.056 -23.662  0.085
H -14.535 -12.473 -22.982  0.051
H -14.587 -14.951 -22.521  0.058
H -20.583 -16.760 -19.548  0.084
H -19.378 -17.166 -20.780  0.067
H -13.095 -15.745 -22.992  0.106
H -18.362 -14.978 -22.806  0.076
H -19.745 -12.770 -21.995  0.053
H -16.526 -15.892 -20.687  0.050
H -16.896 -15.514 -23.656  0.057
H -13.390 -10.547 -23.492  0.104
H -18.373 -14.648 -20.390  0.063
H -20.272 -10.868 -21.119  0.090
H -17.141 -12.070 -25.357  0.065
H -20.926 -14.829 -20.507  0.112
H -16.424 -10.867 -22.257  0.060
H -14.736 -16.343 -23.573  0.071
H -17.101 -17.487 -21.934  0.047
H -14.749 -12.888 -24.604  0.096
H -17.761 -11.433 -21.266  0.067
H -18.069 -14.425 -24.384  0.070
H -16.456 -15.342 -19.016  0.089
H -13.672 -16.294 -20.921  0.106
H -18.099 -10.835 -24.357  0.079
H -21.061 -16.897 -21.295  0.077
H -16.956 -13.645 -22.007  0.027
H -15.479 -11.432 -23.969  0.042

=====

*R*
C9H36O9 as an isolated structure. Source: the OMol25 dataset; level of theory: the ωB97M-V functional and the def2-TZVPD basis.

* charge: 0

Each line ends with the Löwdin charge.
Geometry (Å):
O 7.246 -15.769 9.724  -0.269
O 8.671 -15.175 6.286  -0.220
O 8.476 -14.715 8.405  -0.141
O 5.371 -10.338 8.071  -0.087
O 7.616 -14.268 11.266  -0.063
O 6.198 -13.530 5.426  -0.024
O 4.825 -12.898 6.801  -0.204
O 6.519 -17.346 6.278  -0.105
O 10.873 -17.036 10.000  -0.107
C 7.157 -14.251 7.987  -0.101
C 9.492 -17.311 9.725  -0.130
C 4.310 -14.194 7.231  -0.093
C 10.060 -15.308 6.415  -0.118
C 6.365 -14.877 5.332  -0.153
C 6.153 -11.043 7.154  -0.200
C 5.861 -16.146 9.850  -0.053
C 8.540 -13.297 10.860  -0.078
C 7.233 -17.371 7.494  -0.143
H 10.375 -14.385 6.901  0.087
H 9.138 -12.897 11.679  0.097
H 5.508 -13.017 6.137  -0.215
H 8.288 -15.278 9.159  -0.061
H 7.352 -15.156 4.963  0.100
H 5.529 -16.759 9.012  0.089
H 4.194 -14.871 6.384  0.089
H 5.690 -15.276 4.574  0.108
H 6.952 -10.391 6.801  0.087
H 7.412 -14.137 12.194  0.135
H 9.159 -13.820 10.132  0.092
H 9.246 -18.246 9.220  0.085
H 8.069 -12.409 10.437  0.100
H 9.104 -16.423 9.227  0.043
H 8.993 -17.420 10.688  0.090
H 6.670 -12.954 4.820  0.166
H 10.244 -16.146 7.088  0.070
H 6.088 -15.288 6.303  0.040
H 5.786 -16.814 10.708  0.102
H 6.675 -16.810 8.243  0.024
H 5.389 -15.186 10.058  0.105
H 6.389 -14.969 7.698  0.040
H 5.496 -11.251 6.310  0.084
H 11.261 -16.334 9.473  0.067
H 10.601 -15.414 5.475  0.085
H 7.303 -18.415 7.801  0.100
H 8.215 -16.904 7.424  0.066
H 6.548 -11.962 7.587  0.055
H 4.518 -10.436 7.641  0.074
H 7.452 -15.393 10.582  -0.029
H 4.862 -14.663 8.046  0.037
H 6.685 -13.628 8.748  0.116
H 7.223 -13.553 7.152  0.097
H 8.413 -14.883 7.163  -0.121
H 3.336 -13.926 7.640  0.089
H 6.991 -17.762 5.553  0.098

=====

Q: Which of them is the most stable? A: *Q*.